1.
10
Properties=species:S:1:pos:R:3 method="wB97M-V/def2-TZVPD" e_above_lowest_kj_mol=373.9 gap_ev="5.920 / 5.919" lumo_energy_ha="0.1180 / 0.1180" charge=-1
C 1.00 0.56 0.52
C 2.29 0.60 0.61
C -0.73 1.63 -0.87
N 0.23 -0.41 -0.25
N -0.61 0.31 -1.08
S 3.88 0.75 0.71
S -1.76 2.53 -1.90
H 0.46 1.60 0.46
H 0.89 -0.87 -0.78
H -1.16 -0.19 -1.76


2.
18
Properties=species:S:1:pos:R:3 method="wB97M-V/def2-TZVPD" e_above_lowest_kj_mol=295.0 gap_ev=8.335 lumo_energy_ha=0.0240
C -2.59 0.51 -0.01
C -1.27 0.55 0.03
C -0.32 0.08 -0.92
C 0.81 -0.67 -0.64
C 0.98 -1.44 0.64
N 1.75 -0.88 -1.61
C -0.02 1.57 0.63
O 0.61 2.47 0.12
O 0.06 1.32 1.95
H -3.10 -0.08 -0.78
H -3.22 1.05 0.69
H -0.41 0.53 -1.91
H 0.20 -1.24 1.39
H 1.94 -1.21 1.11
H 0.91 -2.52 0.45
H 2.67 -1.12 -1.27
H 1.75 -0.19 -2.35
H -0.77 1.28 2.46